# 1
Here is a single C12H15N molecule at a distorted geometry from the OMol25 dataset. Energies are from ωB97M-V with the def2-TZVPD basis set.

```
28
Properties=species:S:1:pos:R:3:forces:R:3:mulliken_charge:R:1
C -1.734 3.056 -2.422 2.57 1.95 5.58 -0.831
C -1.677 2.410 -1.179 1.93 0.22 -1.98 -0.639
C -1.055 1.737 -0.156 0.75 3.09 -1.32 1.190
C -1.668 1.522 1.268 0.94 -3.98 -2.08 -0.682
N -3.035 1.724 1.395 -6.10 0.11 -2.54 -0.582
C 0.563 1.630 -0.371 1.14 -0.27 -0.08 -0.958
C 1.023 0.181 -0.197 -1.82 -3.22 -0.15 0.396
C 0.592 -0.945 -1.084 -0.73 2.14 -0.06 -0.084
C 0.755 -2.271 -0.744 2.45 -0.71 -0.48 -0.631
C 1.501 -2.732 0.438 0.31 2.72 -0.60 0.823
C 1.830 -4.232 0.379 1.17 -0.72 1.61 -1.071
C 1.928 -1.658 1.353 -1.60 -2.44 -0.20 -0.923
C 1.510 -0.294 1.025 1.73 -0.38 1.20 -0.113
H -1.136 4.234 -2.445 -2.43 -3.72 -0.09 0.197
H -2.143 2.609 -3.278 -0.42 -0.34 -1.09 0.315
H -1.730 0.401 1.438 1.62 0.91 -0.16 0.164
H -1.121 1.880 2.106 0.91 0.98 0.32 0.320
H -3.407 2.594 0.711 0.92 -3.40 2.28 0.298
H -3.639 0.631 1.174 2.12 5.09 0.34 0.299
H 1.056 2.078 -1.313 -1.82 -0.86 0.75 0.362
H 1.230 2.212 0.344 -1.60 -0.45 0.03 0.416
H -0.001 -0.765 -2.064 1.34 0.09 1.68 0.258
H 0.726 -2.959 -1.660 -0.67 0.51 1.74 0.202
H 2.475 -4.448 -0.543 -1.52 0.23 0.88 0.290
H 2.637 -4.606 1.229 -2.62 0.95 -1.64 0.275
H 0.773 -4.769 0.407 2.66 0.54 -0.11 0.258
H 2.378 -2.006 2.436 -1.04 1.35 -2.99 0.179
H 1.737 0.436 1.839 -0.21 -0.41 -0.82 0.273
```
Positions in Å, forces in eV/Å.

Results
- LUMO energy: 0.5454 eV
- Orbital gap: 9.0 eV
- E_tot: -14169.8939 eV
- ΔE to the lowest compared entry with this formula, charge and spin: 8.255 eV
- Net charge: 0

# 2
Here is 2 unconnected molecules or ions with the total composition C12H15N2O at a distorted geometry from the OMol25 dataset. Energies are from ωB97M-V with the def2-TZVPD basis set.

```
30
Properties=species:S:1:pos:R:3:forces:R:3:mulliken_charge:R:1
C -0.302 0.300 -0.252 -0.07 0.30 -0.52 -0.402
C -0.529 1.009 -1.609 0.38 -0.67 0.73 -0.436
O -1.647 1.951 -1.638 0.09 0.17 -0.13 -0.357
N -2.762 1.473 -1.015 0.29 -0.10 0.13 0.269
C -3.376 0.369 -1.436 0.47 -0.27 -0.92 0.187
C -4.484 -0.085 -0.787 -0.16 -0.43 -0.07 -0.785
C -4.944 0.617 0.307 -0.89 -0.11 0.73 -0.053
C -4.298 1.763 0.730 -0.13 -0.17 0.04 -0.740
C -3.186 2.152 0.044 0.39 1.13 0.39 0.055
H -0.911 0.689 0.570 -0.01 -0.02 -0.21 0.291
H -0.501 -0.764 -0.392 0.15 0.08 0.39 0.287
H 0.739 0.455 0.032 -0.11 -0.37 0.02 -0.061
H -0.671 0.262 -2.395 0.02 0.29 -0.06 0.315
H 0.349 1.614 -1.830 -0.40 0.20 -0.29 0.382
H -2.962 -0.131 -2.305 0.05 0.17 0.09 0.391
H -4.933 -0.997 -1.159 -0.16 0.14 0.19 0.412
H -5.815 0.276 0.858 0.08 -0.04 -0.16 0.401
H -4.602 2.357 1.582 -0.14 -0.18 -0.06 0.419
H -2.626 3.035 0.333 0.16 -0.17 -0.28 0.425
N 2.970 -1.145 0.141 0.11 0.04 0.12 -0.355
C 3.450 -2.388 0.200 -0.16 0.05 -0.10 -0.180
C 4.606 -2.736 0.879 0.00 0.04 0.00 -0.462
C 5.309 -1.739 1.534 0.08 -0.03 0.04 -0.132
C 4.830 -0.440 1.485 -0.01 -0.01 0.00 -0.632
C 3.662 -0.199 0.781 -0.14 -0.04 -0.10 0.055
H 2.870 -3.137 -0.329 0.05 -0.05 0.02 0.343
H 4.946 -3.763 0.894 -0.02 0.00 -0.02 0.348
H 6.218 -1.970 2.075 -0.01 0.00 -0.01 0.378
H 5.349 0.368 1.982 -0.02 0.01 -0.01 0.343
H 3.249 0.803 0.720 0.08 0.03 0.04 0.293
```
Positions in Å, forces in eV/Å.

Results
- LUMO energy: -4.3722 eV
- Orbital gap: 7.4 eV
- E_tot: -17706.4208 eV
- ΔE to the lowest compared entry with this formula, charge and spin: 1.941 eV
- Net charge: +1